1.
The following is a quantum chemistry calculation of a molecular structure, C45H45Cl2IrN5O3Se2, from the Open Molecules 2025 dataset.

Gap between HOMO and LUMO (spin up / spin down): 5.364 / 5.312 eV
Spin multiplicity: 2
Total charge: +2
Energy relative to the best compared isomer or geometry (same formula, charge and spin): 54.2 kJ/mol
Maximum force: 0.012 hartree/bohr

```
103
C45H45Cl2IrN5O3Se2 (wB97M-V/def2-TZVPD)
Ir -0.5872 -0.6235 1.3287
Se -1.6983 -4.2822 0.8806
Se -3.2490 -3.0720 2.0824
Cl -1.8442 2.6531 -3.3787
Cl -2.7005 -2.3924 -5.1199
O 0.0404 -1.7283 -0.3187
O 1.3719 -0.2222 1.8329
O 0.2479 0.3860 -0.8267
N -1.1456 -0.2392 -3.7484
N 3.5714 -0.0373 1.2863
N -0.0262 -2.5870 2.4376
N -2.4869 -0.8692 0.4238
N 4.5563 -0.7945 0.7034
C 0.4049 -0.8062 -1.1415
C -1.0485 0.6682 3.0364
C -3.4767 -1.7278 0.7433
C 1.5125 -4.7002 3.4265
C -2.6937 -0.0783 -0.6462
C 2.6731 1.1726 -4.8260
C 2.7119 -2.0207 0.7640
C -0.8404 1.4746 1.8786
C -3.1728 -0.2681 4.1942
C 0.3125 2.4006 1.6324
C 1.0778 -1.2723 -2.4056
C -4.6550 1.4564 2.1046
C -0.2239 -3.8440 2.0210
C -2.4946 0.5234 3.1551
C -0.1864 0.6482 4.2685
C 5.9086 -0.2940 0.5200
C -2.3340 0.1807 -4.3702
C 3.6995 1.3748 1.4794
C 1.6537 -3.4223 3.9385
C 4.0473 -1.9940 0.3999
C 0.1277 0.2563 -4.1567
C 2.4185 -0.7628 1.3170
C 1.5598 1.6396 -5.5036
C -4.9130 -0.8763 -0.9813
C -4.6897 -1.7478 0.0714
C 2.5042 0.2301 -3.8211
C 0.2913 1.1790 -5.1773
C -2.2064 1.9270 1.4414
C -4.3764 -0.3338 -5.5896
C -3.1693 1.3465 2.2250
C 4.8822 -3.0661 -0.2071
C 3.9647 3.2437 2.9441
C 0.5421 -4.9136 2.4643
C -3.8805 -0.0397 -1.3546
C -2.3737 2.9132 0.3555
C 1.2446 -0.2315 -3.4719
C 3.5945 2.2149 0.3810
C 3.8878 1.8703 2.7595
C 0.8810 -2.4077 3.4118
C -2.7833 1.5007 -4.2766
C 3.8640 4.0965 1.8530
C -3.9689 1.9161 -4.8574
C -4.7663 0.9933 -5.5168
C -3.1714 -0.7213 -5.0283
C 3.6813 3.5848 0.5742
H 1.6714 2.3583 -6.3044
H -5.0954 1.9056 2.9959
H -5.6937 1.3092 -5.9737
H 0.8692 0.6595 4.0078
H 3.4234 1.7982 -0.6049
H -1.6323 2.7629 -0.4283
H 6.0387 0.1317 -0.4745
H -4.1360 -0.6531 3.8590
H 3.3711 -0.1662 -3.3028
H -3.3719 2.9029 -0.0783
H 2.0618 -1.6341 -2.0915
H -5.1147 0.4746 1.9734
H 3.9731 1.1867 3.5946
H 5.3616 -2.7237 -1.1247
H 6.6041 -1.1166 0.6628
H -0.5632 1.5367 -5.7353
H 5.6653 -3.3883 0.4811
H 0.3321 -5.9068 2.0927
H -4.2609 2.9541 -4.7814
H 4.2618 -3.9270 -0.4420
H -5.8547 -0.8800 -1.5139
H -1.1313 -1.2458 -3.6419
H 3.6030 4.2536 -0.2723
H 3.9333 5.1659 1.9993
H 2.0303 -2.8409 0.6315
H 1.0150 -1.3970 3.7531
H 2.1113 -5.5219 3.7961
H 0.5478 -2.1646 -2.7563
H -4.9883 -1.0686 -6.0935
H 2.3584 -3.2013 4.7271
H 4.1128 3.6468 3.9367
H 3.6621 1.5228 -5.0873
H -0.3911 1.5421 4.8639
H 1.1621 2.1700 2.2649
H -2.5548 -1.0727 4.5845
H -5.4365 -2.4700 0.3682
H -0.0116 3.4222 1.8533
H 6.1098 0.4692 1.2665
H -3.9681 0.6352 -2.1950
H -2.1981 3.9137 0.7667
H -1.8612 0.5345 -0.9567
H -0.3919 -0.2143 4.9015
H -4.9378 2.0721 1.2530
H 0.6323 2.3659 0.5919
H -3.3898 0.4239 5.0207
```



2.
The following is a quantum chemistry calculation of C3H7N in the gas phase, from the Open Molecules 2025 dataset.

Gap between HOMO and LUMO: 9.466 eV
Total charge: 0
Energy relative to the best compared isomer or geometry (same formula, charge and spin): 89.5 kJ/mol
Maximum force: 0.097 hartree/bohr
SMILES: C=C(C)N

```
11
C3H7N (wB97M-V/def2-TZVPD)
N 0.5946 -1.3556 0.4861
C -0.0990 -0.1410 0.2010
C -0.9506 0.4257 1.0717
C 0.0981 0.4675 -1.2610
H -0.7360 0.2984 -1.8798
H 1.1319 -1.1764 1.4459
H 0.1677 1.5427 -1.1003
H -1.1513 0.0799 2.0918
H 1.5027 -1.5070 -0.2078
H -1.5808 1.2582 0.7438
H 1.0226 0.1075 -1.5915
```